50
Properties=species:S:1:pos:R:3 method="wB97M-V/def2-TZVPD" lumo_energy_ev=3.3 homo_energy_ev=-3.852 molar_mass_g_mol=279.4 total_charge=-1
C -2.35 -0.56 2.87
C -3.55 0.04 2.10
C -3.21 0.93 0.86
C -1.88 1.74 0.87
C -1.33 1.82 -0.60
P 0.44 1.06 -0.85
C 0.01 -0.57 0.07
O 0.80 -1.71 -0.33
C 0.30 -2.85 0.35
C 1.41 -3.94 0.33
C 0.03 0.38 -2.59
C -1.11 -0.71 -2.59
C -1.40 -1.39 -4.00
O -0.71 -2.04 -2.86
O 2.09 0.46 -1.03
C 3.06 1.37 -0.60
C 3.88 0.89 0.64
C 4.13 2.13 1.57
H -1.72 -1.21 2.28
H -2.78 -1.15 3.70
H -1.80 0.26 3.35
H -4.24 0.60 2.75
H -4.15 -0.81 1.73
H -4.03 1.67 0.75
H -3.29 0.31 -0.05
H -1.13 1.40 1.59
H -2.15 2.76 1.18
H -2.07 1.53 -1.36
H -1.15 2.91 -0.76
H 0.79 1.69 0.42
H 0.85 2.32 -1.51
H 0.35 -0.39 1.12
H -1.06 -0.81 0.17
H 0.04 -2.57 1.39
H -0.60 -3.19 -0.19
H 1.74 -4.10 1.36
H 2.26 -3.58 -0.27
H 0.99 -4.86 -0.10
H -0.37 1.14 -3.28
H 0.91 -0.15 -3.00
H -1.97 -0.54 -1.93
H -0.77 -0.73 -4.60
H -2.49 -1.32 -3.89
H 2.67 2.38 -0.37
H 3.79 1.50 -1.43
H 4.87 0.51 0.32
H 3.29 0.13 1.17
H 3.23 2.26 2.19
H 4.31 3.01 0.92
H 5.03 1.95 2.16

---

60
Properties=species:S:1:pos:R:3 method="wB97M-V/def2-TZVPD" lumo_energy_ev=0.4 homo_energy_ev=-9.410 molar_mass_g_mol=321.5 smiles=COC[C@H](C)N.COC[C@H](C)N.COC[C@H](C)N.O.O.O de_lowest_kcal_mol=8.21
C -24.39 -5.43 1.80
C -24.75 -4.18 2.61
C -24.48 -4.43 4.10
O -25.51 -5.22 4.67
C -25.29 -5.48 6.02
N -23.98 -3.01 2.14
H -25.14 -6.19 2.02
H -23.40 -5.75 2.14
H -24.38 -5.26 0.73
H -25.81 -3.97 2.49
H -24.45 -3.47 4.64
H -23.50 -4.89 4.27
H -24.59 -6.31 6.19
H -26.24 -5.81 6.46
H -24.98 -4.62 6.63
H -24.23 -2.28 2.80
H -22.99 -3.18 2.26
C -19.01 -7.32 4.76
C -20.24 -7.66 5.61
C -21.17 -6.45 5.71
O -20.54 -5.33 6.26
C -20.61 -5.29 7.68
N -20.92 -8.85 5.08
H -18.40 -6.53 5.17
H -19.37 -7.08 3.76
H -18.36 -8.19 4.64
H -19.84 -7.91 6.60
H -22.08 -6.73 6.26
H -21.59 -6.19 4.73
H -19.86 -4.56 8.01
H -20.42 -6.28 8.09
H -21.57 -4.89 8.04
H -20.32 -9.66 5.16
H -21.68 -9.02 5.74
C -26.64 -6.41 -1.01
C -26.06 -6.59 -2.41
C -24.57 -6.94 -2.34
O -23.83 -5.86 -1.80
C -22.55 -6.25 -1.36
N -26.78 -7.65 -3.14
H -27.63 -5.97 -1.06
H -26.01 -5.80 -0.36
H -26.69 -7.35 -0.45
H -26.13 -5.63 -2.92
H -24.22 -7.08 -3.37
H -24.41 -7.90 -1.83
H -22.50 -6.62 -0.33
H -21.90 -5.37 -1.38
H -22.12 -6.95 -2.09
H -26.37 -7.62 -4.07
H -27.73 -7.30 -3.25
O -22.22 -11.46 2.16
H -22.63 -10.65 2.50
H -22.24 -11.35 1.20
O -25.54 -8.75 2.41
H -25.71 -9.60 2.83
H -24.60 -8.57 2.59
O -22.52 -8.58 2.70
H -22.23 -7.82 2.18
H -21.91 -8.61 3.48

---

9
Properties=species:S:1:pos:R:3 method="wB97M-V/def2-TZVPD" lumo_energy_ev="3.4 / 3.4" homo_energy_ev="-3.682 / -3.683" molar_mass_g_mol=163.0 total_charge=-1 de_lowest_kcal_mol=58.03
C -0.91 2.81 0.00
N 1.09 1.19 1.85
O -1.36 0.95 2.57
O -0.28 -0.51 0.70
S -0.56 0.77 1.36
Cl 0.72 3.06 -0.35
Cl -1.43 3.80 1.35
H 1.51 1.02 0.99
H 1.08 2.14 1.94

---

19
Properties=species:S:1:pos:R:3 method="wB97M-V/def2-TZVPD" lumo_energy_ev=-3.1 homo_energy_ev=-15.041 molar_mass_g_mol=106.1 total_charge=+1 de_lowest_kcal_mol=66.30
C -0.11 1.78 0.67
C -2.00 -0.96 0.07
C 1.69 -1.49 0.38
C 0.60 0.59 0.06
N 1.16 0.76 -1.14
O -1.28 -0.06 -0.73
O 0.86 -0.42 0.80
H -0.80 1.47 1.40
H -0.61 2.27 -0.14
H 0.76 2.35 1.02
H -1.22 -1.80 0.27
H -2.83 -1.17 -0.47
H -2.14 -0.62 1.14
H 1.62 -1.64 -0.68
H 1.41 -2.24 1.12
H 2.63 -1.14 0.74
H 1.06 0.03 -1.80
H -1.76 0.63 -1.09
H 0.96 1.68 -1.62

---

50
Properties=species:S:1:pos:R:3 method="wB97M-V/def2-TZVPD" lumo_energy_ev="-7.4 / -8.5" homo_energy_ev="-13.514 / -13.513" molar_mass_g_mol=762.8 total_charge=+2 de_lowest_kcal_mol=5.70 multiplicity=2
Ir -0.17 0.23 0.12
Cl -4.22 3.32 -5.05
C -3.13 2.87 -3.80
C -2.30 3.85 -3.22
C -1.41 3.53 -2.23
C -1.29 2.20 -1.76
O -0.39 1.98 -0.83
C -2.14 1.21 -2.34
C -2.19 -0.14 -1.93
N -1.51 -0.71 -0.97
C -1.67 -2.08 -0.61
C -2.46 -3.00 -1.24
C -2.53 -4.33 -0.76
C -1.82 -4.72 0.34
C -1.00 -3.79 1.02
C -0.26 -4.10 2.18
C 0.47 -3.13 2.81
C 0.48 -1.83 2.28
N -0.19 -1.51 1.19
C -0.94 -2.47 0.55
C -3.04 1.58 -3.37
H -2.39 4.87 -3.56
H -0.78 4.29 -1.80
H -2.91 -0.76 -2.45
H -3.06 -2.75 -2.10
H -3.17 -5.03 -1.27
H -1.87 -5.74 0.70
H -0.27 -5.12 2.56
H 1.04 -3.34 3.71
H 1.01 -1.03 2.77
H -3.68 0.82 -3.81
Te 1.88 -0.47 -1.13
C 3.37 -0.84 0.21
C 3.57 -0.46 1.53
C 4.81 -0.88 2.03
C 5.55 -1.56 1.09
S 4.75 -1.71 -0.39
H 2.84 0.11 2.09
H 5.16 -0.68 3.03
H 6.53 -1.99 1.22
C -0.27 3.71 1.89
S 1.20 2.71 2.04
C 2.15 3.37 0.68
O 0.86 1.27 1.64
H 0.03 4.73 2.16
H -0.99 3.35 2.62
H -0.66 3.66 0.88
H 2.19 4.46 0.79
H 1.65 3.10 -0.25
H 3.15 2.96 0.73

---

16
Properties=species:S:1:pos:R:3 method="wB97M-V/def2-TZVPD" lumo_energy_ev=-3.6 homo_energy_ev=-13.796 molar_mass_g_mol=105.1 total_charge=+1 smiles="C/[NH+]=C(/O)[C@@H](N)O" de_lowest_kcal_mol=76.52
C 1.08 -0.25 0.65
C -1.66 1.00 -0.01
C -0.21 -1.01 -0.20
N 1.59 0.46 -0.58
N -1.24 -0.29 -0.59
O 0.77 0.67 1.58
O -0.10 -2.23 -0.58
H -2.70 1.15 -0.32
H -1.59 0.98 1.11
H -0.97 1.76 -0.33
H 1.92 -0.87 1.07
H 1.96 1.48 -0.47
H 2.30 -0.17 -1.10
H -2.04 -0.71 -1.24
H 1.47 0.63 2.38
H -0.57 -2.60 -1.36